1.
Formula: C14H28ClN3O11P2
Source: the Open Molecules 2025 dataset
Level of theory: wB97M-V/def2-TZVPD

Element x y z (Å)
N: 1.71 -1.03 0.82
C: 2.78 -1.96 0.78
C: 3.65 -2.19 1.83
C: 4.67 -3.14 1.66
C: 5.63 -3.41 2.80
C: 5.54 -4.90 3.20
C: 6.13 -5.05 4.60
O: 5.22 -4.44 5.52
N: 4.85 -3.87 0.59
N: 3.99 -3.64 -0.39
C: 4.20 -4.56 -1.68
O: 5.19 -4.30 -2.32
O: 3.32 -5.38 -1.77
C: 3.02 -2.75 -0.36
Cl: 2.03 -2.55 -1.73
H: 0.93 -1.45 1.32
H: 1.99 -0.18 1.28
H: 3.58 -1.64 2.76
H: 6.62 -3.20 2.42
H: 5.36 -2.78 3.65
H: 4.52 -5.25 3.17
H: 6.17 -5.45 2.50
H: 6.29 -6.11 4.82
H: 7.06 -4.49 4.65
H: 5.01 -5.06 6.22
C: -3.54 1.05 -0.87
O: -3.12 -0.33 -0.90
P: -3.40 -1.24 0.40
O: -2.36 -0.88 1.39
O: -3.15 -2.63 -0.36
C: -1.86 -2.85 -0.91
O: -4.62 -1.88 1.23
C: -5.38 -0.99 2.07
H: -3.34 1.50 -1.84
H: -4.61 1.11 -0.66
H: -2.98 1.59 -0.10
H: -1.10 -2.33 -0.33
H: -1.82 -2.52 -1.95
H: -1.65 -3.92 -0.88
H: -5.68 -0.09 1.53
H: -4.80 -0.72 2.95
H: -6.28 -1.52 2.38
C: -3.26 8.24 -4.21
O: -2.87 6.86 -4.20
P: -3.09 6.00 -2.78
O: -1.85 6.62 -2.16
O: -2.83 4.59 -3.51
C: -1.72 4.47 -4.40
O: -3.49 5.18 -1.38
C: -3.97 5.97 -0.29
H: -3.11 8.62 -5.22
H: -4.31 8.36 -3.94
H: -2.64 8.81 -3.52
H: -0.90 5.13 -4.12
H: -2.04 4.69 -5.42
H: -1.39 3.43 -4.35
H: -4.76 6.66 -0.60
H: -3.15 6.54 0.14
H: -4.38 5.29 0.46

## Properties
- HOMO energy (eV) = -9.100
- total charge = 0
- spin multiplicity = 1
- max |F| (eV/Å) = 8.670

2.
Formula: C14H28EuN8S
Source: the Open Molecules 2025 dataset
Level of theory: wB97M-V/def2-TZVPD

Element x y z (Å)
Eu: 2.81 -6.08 12.98
N: 4.71 -4.93 11.74
C: 5.79 -4.83 12.80
C: 6.21 -6.19 13.21
N: 5.14 -7.04 13.75
C: 5.26 -7.03 15.25
C: 3.90 -7.21 15.86
N: 3.05 -5.99 15.56
C: 5.26 -8.42 13.20
C: 4.88 -8.55 11.74
N: 3.47 -8.07 11.47
H: 5.03 -5.41 10.92
H: 4.48 -3.99 11.42
H: 5.40 -4.18 13.60
H: 6.66 -4.34 12.37
H: 7.03 -6.12 13.90
H: 6.61 -6.65 12.30
H: 5.75 -6.09 15.51
H: 5.90 -7.88 15.48
H: 3.97 -7.39 16.94
H: 3.34 -8.06 15.41
H: 3.51 -5.15 15.91
H: 2.12 -6.10 15.95
H: 4.55 -9.05 13.71
H: 6.28 -8.81 13.40
H: 4.91 -9.56 11.34
H: 5.53 -7.93 11.09
H: 2.79 -8.83 11.59
H: 3.40 -7.85 10.49
C: -1.62 -5.61 11.40
C: -0.30 -6.15 11.79
N: 0.78 -5.43 11.78
N: 0.75 -4.14 11.21
C: 1.33 -3.09 11.88
N: 1.17 -1.88 11.40
S: 2.22 -3.34 13.34
C: -0.24 -7.46 12.49
C: -1.40 -8.31 12.53
C: -1.31 -9.53 13.17
C: -0.16 -9.81 13.90
C: 0.88 -8.93 13.83
N: 0.92 -7.78 13.13
H: -2.00 -6.02 10.45
H: -1.61 -4.55 11.34
H: -2.38 -5.86 12.16
H: 0.32 -4.03 10.30
H: 0.61 -1.67 10.58
H: 1.61 -1.05 11.82
H: -2.32 -8.08 12.00
H: -2.16 -10.17 13.06
H: -0.10 -10.68 14.54
H: 1.81 -9.13 14.38

## Properties
- HOMO energy (alpha / beta) (eV) = -18.330 / -18.349
- total charge = +3
- spin multiplicity = 7
- max |F| (eV/Å) = 1.924

3.
Formula: C14H28IO5PPd
Source: the Open Molecules 2025 dataset
Level of theory: wB97M-V/def2-TZVPD

Element x y z (Å)
Pd: 0.86 -0.90 0.40
O: 1.36 -4.50 3.36
C: 1.32 -3.44 2.53
O: 0.33 -3.09 1.95
C: 2.68 -2.79 2.45
O: 2.69 -1.57 1.75
C: 2.62 -0.41 2.62
C: 1.21 -0.22 3.21
O: 1.11 -0.03 4.41
O: 0.26 -0.26 2.35
H: 0.48 -4.89 3.37
H: 3.33 -3.49 1.91
H: 3.08 -2.67 3.46
H: 2.87 0.44 1.99
H: 3.36 -0.51 3.42
I: 1.75 -3.60 -1.12
C: 1.62 -1.48 -1.34
H: 1.14 -1.30 -2.30
H: 2.65 -1.13 -1.38
C: -0.78 2.57 -2.56
C: 0.03 1.36 -2.10
C: 1.50 1.78 -1.92
P: -0.60 0.45 -0.61
C: -1.21 1.65 0.64
C: -0.13 2.67 1.02
C: -2.55 2.34 0.34
C: -2.10 -0.52 -1.10
C: -1.75 -1.97 -1.43
C: -2.96 0.08 -2.21
H: -0.35 2.94 -3.50
H: -0.71 3.38 -1.84
H: -1.83 2.36 -2.74
H: -0.01 0.59 -2.88
H: 1.57 2.67 -1.29
H: 1.92 2.04 -2.90
H: 2.11 1.00 -1.48
H: -1.34 1.00 1.51
H: -0.01 3.43 0.25
H: 0.83 2.19 1.19
H: -0.42 3.18 1.94
H: -2.49 3.01 -0.51
H: -2.83 2.93 1.21
H: -3.35 1.62 0.16
H: -2.68 -0.52 -0.17
H: -1.10 -2.03 -2.30
H: -2.66 -2.52 -1.65
H: -1.24 -2.46 -0.60
H: -2.41 0.13 -3.15
H: -3.34 1.07 -1.97
H: -3.82 -0.57 -2.37

## Properties
- HOMO energy (eV) = -8.425
- total charge = 0
- spin multiplicity = 1
- max |F| (eV/Å) = 0.620

4.
Formula: C14H28IrN9O3SSi
Source: the Open Molecules 2025 dataset
Level of theory: wB97M-V/def2-TZVPD

Element x y z (Å)
Ir: 2.21 -1.10 -0.18
N: 4.67 -1.32 2.14
C: 5.05 -1.15 0.83
N: 6.28 -1.03 0.39
N: 6.15 -0.90 -0.95
N: 4.93 -0.94 -1.31
N: 4.17 -1.11 -0.18
C: 3.38 -1.51 2.54
N: 2.99 -1.68 3.78
N: 1.65 -1.85 3.70
N: 1.23 -1.79 2.49
N: 2.33 -1.60 1.70
H: 5.39 -1.31 2.85
C: -1.76 -2.28 0.76
C: -0.78 -2.36 -0.40
C: -1.49 -2.38 -1.74
C: 0.14 -3.56 -0.25
O: 0.09 -1.15 -0.39
Si: -0.29 0.48 -0.22
S: 1.75 1.08 -0.34
O: -0.99 0.65 1.21
C: -1.46 1.76 2.00
C: -0.58 2.98 1.74
C: -1.35 1.31 3.45
C: -2.90 2.04 1.60
O: -1.27 1.02 -1.37
C: -1.15 1.60 -2.69
C: -2.56 1.61 -3.26
C: -0.23 0.75 -3.54
C: -0.61 3.02 -2.54
H: -2.32 -3.22 0.80
H: -2.48 -1.47 0.61
H: -1.23 -2.12 1.70
H: -2.13 -3.26 -1.80
H: -0.77 -2.43 -2.56
H: -2.11 -1.49 -1.87
H: -0.45 -4.47 -0.38
H: 0.59 -3.58 0.74
H: 0.91 -3.55 -1.02
H: 0.46 2.76 1.98
H: -0.90 3.82 2.35
H: -0.64 3.28 0.69
H: -0.32 1.07 3.69
H: -1.96 0.42 3.61
H: -1.70 2.10 4.12
H: -2.96 2.30 0.55
H: -3.31 2.86 2.19
H: -3.51 1.15 1.77
H: -2.94 0.59 -3.37
H: -2.58 2.09 -4.23
H: -3.23 2.15 -2.59
H: -0.59 -0.28 -3.59
H: 0.79 0.74 -3.13
H: -0.18 1.14 -4.56
H: -1.26 3.60 -1.88
H: -0.57 3.51 -3.51
H: 0.39 3.00 -2.13

## Properties
- HOMO energy (eV) = -8.763
- total charge = 0
- spin multiplicity = 1
- max |F| (eV/Å) = 0.414

5.
Formula: C14H28N2O4S
Source: the Open Molecules 2025 dataset
Level of theory: wB97M-V/def2-TZVPD

Element x y z (Å)
C: 3.01 -4.42 -3.71
H: 3.12 -5.49 -3.59
H: 4.00 -3.97 -3.66
H: 2.59 -4.22 -4.69
C: 2.10 -3.84 -2.62
C: 2.65 -4.10 -1.24
H: 2.88 -5.15 -1.08
H: 3.53 -3.50 -1.01
S: 1.42 -3.70 0.05
O: 1.89 -4.27 1.28
O: 0.12 -4.09 -0.43
N: 1.39 -2.07 0.25
C: 0.72 -1.23 -0.71
H: -0.07 -1.83 -1.16
C: 0.13 -0.01 0.00
C: -0.47 0.95 -1.02
O: -0.04 1.07 -2.15
N: -1.51 1.66 -0.54
H: -1.73 1.62 0.45
C: -2.09 2.78 -1.25
C: -1.94 4.07 -0.45
C: -2.74 4.06 0.85
O: -2.16 3.13 1.75
C: -2.72 3.12 3.04
C: -4.11 2.49 3.12
H: -4.09 1.49 2.67
H: -4.85 3.09 2.60
H: -4.40 2.39 4.16
H: -2.02 2.55 3.64
H: -2.76 4.15 3.43
H: -3.79 3.78 0.63
H: -2.74 5.06 1.30
H: -2.28 4.91 -1.06
H: -0.89 4.23 -0.21
H: -3.15 2.58 -1.44
H: -1.57 2.85 -2.21
C: 1.25 0.72 0.76
C: 1.96 -0.23 1.71
C: 2.49 -1.44 0.94
H: 2.92 -2.18 1.61
H: 3.26 -1.10 0.22
H: 1.26 -0.59 2.47
H: 2.79 0.28 2.21
H: 0.83 1.57 1.31
H: 1.96 1.12 0.03
H: -0.63 -0.34 0.71
H: 1.40 -0.88 -1.50
H: 1.98 -2.77 -2.78
H: 1.12 -4.31 -2.68

## Properties
- HOMO energy (eV) = -9.287
- SMILES = CCCS(=O)(=O)N1CCC[C@@H](C(=O)NCCCOCC)C1
- total charge = 0
- spin multiplicity = 1
- max |F| (eV/Å) = 0.996